Entry 1:
The following is a DFT calculation (ωB97M-V/def2-TZVPD) of a cluster of 2 separate species, C4H12N2O in total.

Each line ends with the natural charge from an NBO analysis.
CARTESIAN COORDINATES (ANGSTROEM)
C 2.298 0.618 -0.801  -0.65
C 0.988 -0.186 -0.830  -0.45
C 0.720 -0.861 0.507  -0.25
N -2.139 -0.657 0.865  -0.87
C -1.452 -1.759 0.434  0.27
N -0.194 -1.981 0.341  -0.53
H 2.261 1.267 0.072  0.20
H 3.130 -0.073 -0.719  0.18
H 2.333 1.271 -1.651  0.20
H 0.153 0.480 -1.047  0.20
H 1.010 -0.907 -1.639  0.19
H 0.342 -0.134 1.236  0.17
H 1.648 -1.224 0.955  0.17
H -3.129 -0.727 0.794  0.37
H -1.747 0.283 0.871  0.44
H -2.057 -2.645 0.231  0.15
H -1.027 2.870 0.698  0.33
H -1.546 2.207 -0.647  0.33
O -1.592 2.160 0.330  -1.45

The net charge is -1. The spin multiplicity is 2.

=====

Entry 2:
The following is a DFT calculation (ωB97M-V/def2-TZVPD) of an isolated molecule of C4H12N2O.

Each line ends with the natural charge from an NBO analysis.
CARTESIAN COORDINATES (ANGSTROEM)
N 1.650 -0.194 1.832  -0.84
C 0.565 0.374 1.013  -0.23
C 0.408 -0.305 -0.341  -0.07
N 1.608 -0.158 -1.148  -0.86
C -0.791 0.262 -1.105  -0.43
C -2.123 0.272 -0.369  -0.07
O -2.494 -1.034 0.060  -0.72
H 2.281 0.553 2.125  0.35
H 2.246 -0.789 1.266  0.35
H -0.366 0.248 1.568  0.18
H 0.721 1.452 0.840  0.18
H 0.251 -1.374 -0.183  0.19
H 2.140 -0.973 -1.400  0.37
H 2.243 0.566 -0.846  0.36
H -0.923 -0.362 -1.995  0.21
H -0.520 1.244 -1.487  0.21
H -2.895 0.579 -1.079  0.19
H -2.107 0.945 0.488  0.16
H -1.892 -1.307 0.761  0.46

As for the SMILES: NC[C@H](N)CCO.

=====

Entry 3:
The following is a DFT calculation (ωB97M-V/def2-TZVPD) of an isolated molecule of C4H12N2O.

Each line ends with the natural charge from an NBO analysis.
CARTESIAN COORDINATES (ANGSTROEM)
N 2.045 1.496 0.078  -0.85
C 1.974 0.019 0.122  -0.23
C 1.135 -0.419 1.341  -0.22
N -0.280 -0.237 1.165  -0.66
C -1.172 -0.909 0.202  -0.25
C -1.176 -0.246 -1.187  -0.08
O -2.485 0.230 -1.521  -0.72
H 2.238 1.761 -0.882  0.36
H 1.172 1.878 0.416  0.36
H 2.963 -0.444 0.126  0.19
H 1.482 -0.339 -0.789  0.16
H 1.415 -1.449 1.589  0.17
H 1.405 0.193 2.201  0.21
H -0.736 0.414 1.769  0.38
H -0.785 -1.930 0.148  0.18
H -2.134 -0.900 0.698  0.21
H -0.816 -0.991 -1.905  0.15
H -0.576 0.651 -1.251  0.19
H -3.111 -0.486 -1.418  0.46

As for the SMILES: NCCNCCO.

=====

So what do the calculations give for largest force on an atom? Going down the list: 1.4; 0.7; 2.7 eV/Å.
So what do the calculations give for ΔE to the lowest compared entry with this formula, charge and spin? Going down the list: 0.000; 1.341; 1.992 eV.